{
  "formula": "C36H52Cl27N5O4PS2",
  "method": "ωB97M-V/def2-TZVPD",
  "species": ["C", "C", "C", "C", "C", "C", "C", "C", "C", "N", "C", "N", "C", "S", "N", "S", "C", "O", "O", "C", "C", "C", "C", "O", "P", "N", "C", "N", "C", "C", "C", "O", "C", "C", "C", "C", "C", "C", "C", "H", "H", "H", "H", "H", "H", "H", "H", "H", "H", "H", "H", "H", "H", "H", "H", "H", "H", "H", "H", "H", "H", "H", "H", "H", "H", "H", "H", "H", "H", "H", "H", "H", "H", "H", "H", "H", "H", "H", "H", "H", "H", "H", "C", "Cl", "Cl", "Cl", "H", "C", "Cl", "Cl", "Cl", "H", "C", "Cl", "Cl", "Cl", "H", "C", "Cl", "Cl", "Cl", "H", "C", "Cl", "Cl", "Cl", "H", "C", "Cl", "Cl", "Cl", "H", "C", "Cl", "Cl", "Cl", "H", "C", "Cl", "Cl", "Cl", "H", "C", "Cl", "Cl", "Cl", "H"],
  "xyz": [[5.23640, -1.89462, 2.60925], [4.59186, -0.74489, 2.69809], [3.79630, 0.63117, 2.85625], [2.42231, 0.71317, 1.97403], [1.46080, -0.56939, 2.14373], [0.69808, -1.06278, 0.80962], [-0.37527, 0.04142, 0.31691], [0.23723, 1.32052, -0.45998], [-0.81145, 2.00366, -1.52135], [-0.82548, 1.32896, -2.85984], [-0.32501, -2.19666, 1.44981], [-1.07653, -2.14761, 2.73581], [-0.44195, -2.76374, 3.70242], [0.70358, -3.28266, 4.81764], [-0.55170, -3.33393, 0.72373], [-1.61512, -4.69357, 1.14708], [-0.74508, -5.83068, 2.38287], [-1.95400, -5.57275, -0.03180], [-2.98022, -4.20827, 1.68424], [0.24353, -3.18643, -0.58592], [-0.94587, -2.77377, -1.59724], [-1.26654, -3.77598, -2.80731], [-0.16339, -3.84820, -3.97785], [-0.09074, -2.65049, -4.81594], [1.29098, -4.74494, -0.79832], [0.64635, -5.99280, -1.55233], [1.41344, -2.06910, -0.24179], [2.51722, -2.74215, 0.49794], [1.89770, -1.58377, -1.69051], [3.46661, -1.34254, -1.92128], [4.14045, -0.14676, -1.08235], [4.27343, -2.58285, -1.90172], [5.46167, -2.43870, -2.72877], [6.63113, -3.29414, -1.97267], [6.51471, -4.88583, -2.05598], [7.54124, -5.85411, -1.33770], [8.72245, -5.19308, -0.50314], [8.85636, -3.60357, -0.43144], [7.81242, -2.65312, -1.15827], [5.63261, -2.97966, 2.70735], [3.46199, 0.70147, 3.96730], [4.45357, 1.57002, 2.66980], [2.62072, 1.01994, 0.87053], [1.86107, 1.63665, 2.41908], [1.96223, -1.46653, 2.69890], [0.62128, -0.22458, 2.88179], [-1.24589, -0.36266, -0.31580], [-0.86857, 0.46286, 1.28953], [1.28547, 1.15923, -0.91619], [0.38732, 2.14713, 0.35381], [-1.85909, 2.15342, -1.04634], [-0.39354, 3.08334, -1.67972], [-1.81966, 1.37100, -3.17396], [-0.50077, 0.35386, -2.76366], [-1.25368, -5.82027, 3.41194], [-0.61717, -6.89003, 1.92857], [0.33917, -5.40145, 2.45631], [-1.94588, -2.66801, -0.99499], [-0.80864, -1.71794, -2.07899], [-2.24256, -3.37766, -3.31256], [-1.50900, -4.86246, -2.50590], [0.88328, -4.14014, -3.55002], [-0.44784, -4.74024, -4.67691], [-0.55803, -2.92608, -5.65264], [1.63434, -5.20547, 0.54308], [2.51385, -4.41420, -1.51813], [1.23643, -6.22565, -2.36861], [2.22955, -3.16318, 1.39283], [3.30985, -2.11780, 0.71795], [1.34371, -0.64313, -2.10312], [1.62166, -2.42582, -2.45349], [3.55213, -0.99958, -3.03980], [4.14450, -0.27528, 0.05687], [3.51409, 0.81694, -1.29864], [5.21709, 0.10504, -1.45591], [5.77105, -1.35513, -2.95027], [5.27471, -2.98164, -3.74316], [5.64651, -5.35533, -2.64519], [7.40562, -7.00857, -1.39208], [9.44952, -5.91016, 0.04275], [9.72817, -3.17513, 0.20987], [7.92827, -1.51715, -1.05785], [-4.19998, 4.53650, 0.04884], [-2.71823, 4.63106, 1.01351], [-4.02656, 5.46454, -1.44774], [-4.60439, 2.85034, -0.31000], [-5.01531, 4.96974, 0.62933], [2.32333, 5.38974, -2.01323], [3.03093, 3.82510, -1.57583], [1.26920, 5.22111, -3.42400], [1.42983, 6.07355, -0.64690], [3.13310, 6.07215, -2.26956], [-5.58558, 7.56902, 2.48339], [-4.45219, 8.31338, 1.34598], [-6.54300, 6.31644, 1.67711], [-4.71992, 6.89289, 3.87142], [-6.26566, 8.34012, 2.84495], [-9.81216, 8.95206, 3.01890], [-9.71145, 7.34560, 3.75490], [-8.23097, 9.75023, 3.04833], [-10.42093, 8.83968, 1.36166], [-10.51136, 9.55328, 3.60127], [-4.78608, -1.60026, -1.89504], [-3.34516, -0.95307, -2.69289], [-4.33172, -2.82025, -0.69691], [-5.71259, -0.29739, -1.14030], [-5.41421, -2.07601, -2.64839], [-14.08814, 9.80685, 3.84592], [-13.98501, 8.20048, 4.58104], [-12.50828, 10.60668, 3.87557], [-14.69659, 9.69467, 2.18832], [-14.78685, 10.40667, 4.42822], [8.78248, 1.29409, 0.08104], [7.66696, 0.60039, 1.26832], [10.42300, 0.68342, 0.33778], [8.23673, 0.93746, -1.56520], [8.79432, 2.37569, 0.21180], [-7.70318, -3.96206, -1.77479], [-8.92743, -5.18685, -1.41237], [-7.03583, -4.21004, -3.39633], [-8.38603, -2.33551, -1.62557], [-6.89372, -4.06185, -1.05210], [1.87079, 4.62568, 3.23939], [0.27327, 3.86296, 3.19075], [2.75696, 4.30176, 1.74148], [1.71923, 6.36730, 3.50909], [2.43160, 4.19735, 4.06973]],
  "atomic_forces_ev_per_a": [[-3.8, 5.3, 1.0], [2.9, -5.1, -0.4], [-0.2, -0.7, 0.3], [0.2, 0.9, 0.2], [-0.3, 0.4, 0.7], [-2.6, -1.0, 1.3], [-0.4, 1.1, 0.1], [-0.5, 1.4, 0.7], [1.3, 1.0, 0.8], [-1.0, 0.1, 1.2], [-1.7, -2.3, 0.7], [4.2, -2.5, 1.8], [1.5, 1.8, -1.1], [-3.8, 1.3, -3.0], [2.5, 3.4, 1.3], [-8.2, -3.9, -1.0], [2.2, 0.5, 0.2], [2.8, 3.0, 2.5], [5.5, -0.2, -0.6], [-0.4, 0.6, 0.4], [-0.7, 0.2, -1.3], [-0.5, -0.1, -1.1], [-0.2, -1.4, 0.0], [-0.8, -1.6, -0.2], [0.8, -3.0, -2.2], [0.7, 0.8, 0.2], [-0.5, 0.3, 0.4], [-0.5, 0.1, -0.3], [0.4, -0.2, -1.0], [0.8, 0.9, -1.5], [-0.4, 0.8, -0.3], [-0.5, 1.9, -0.1], [1.5, -1.8, 0.0], [2.1, -2.1, 1.3], [2.7, 1.2, 2.0], [0.2, 4.4, 0.4], [-2.8, 2.0, -1.9], [-2.6, -2.0, -1.5], [-0.3, -4.1, -0.1], [-0.7, 2.7, -0.4], [0.7, -0.3, -1.8], [-1.0, -1.9, 0.1], [-0.2, -0.9, 2.0], [1.0, -1.7, -0.9], [-0.6, 1.7, -1.2], [1.4, -0.7, -1.4], [1.5, 0.2, 0.9], [0.8, -0.9, -1.7], [-1.9, 0.1, 0.5], [-0.1, -1.4, -1.5], [1.7, -0.6, -0.6], [-0.8, -1.8, 0.3], [1.3, -0.5, 0.0], [-0.7, 0.6, -0.2], [0.5, 0.2, -1.8], [-0.8, 2.0, 0.4], [-1.9, -0.8, 0.1], [2.2, -0.3, -1.0], [0.2, -2.0, 1.0], [1.8, -0.6, 0.9], [0.6, 1.9, 0.0], [-1.7, 0.9, -0.8], [0.5, 1.4, 1.4], [0.8, 0.8, 1.3], [-0.4, 1.1, -0.6], [-0.8, 0.5, 1.1], [-0.6, 0.2, 0.6], [0.0, 0.5, -0.6], [-0.5, -0.4, -0.4], [1.0, -1.7, 1.1], [0.5, 1.5, 1.4], [-0.5, -0.4, 1.9], [0.2, -0.1, -1.7], [1.0, -1.6, 0.3], [-1.9, -0.7, 0.8], [-0.5, -1.6, 0.6], [0.2, 1.1, 1.6], [1.5, 0.9, 1.0], [0.3, 2.4, 0.1], [-1.3, 1.6, -1.0], [-1.8, -0.7, -1.4], [-0.3, -2.1, -0.2], [0.0, 0.1, -0.1], [-0.1, 0.0, 0.0], [0.0, -0.1, 0.2], [0.0, 0.0, 0.0], [0.4, -0.2, -0.2], [-0.2, 0.2, -0.1], [0.1, 0.0, -0.1], [0.2, 0.0, 0.2], [0.0, 0.1, -0.4], [-0.2, -0.2, 0.1], [0.2, 0.1, 0.1], [-0.1, -0.1, 0.1], [-0.3, 0.3, 0.2], [-0.1, 0.1, -0.1], [0.2, -0.3, -0.1], [-0.1, -0.2, -0.1], [0.0, 0.2, 0.0], [-0.2, 0.2, 0.0], [0.1, 0.1, 0.3], [0.4, -0.3, -0.2], [-0.3, 0.1, 0.0], [-0.3, 0.2, -0.1], [-0.3, 0.0, 0.0], [0.3, -0.1, -0.1], [0.1, 0.1, 0.1], [-0.2, -0.2, -0.1], [0.0, 0.2, 0.0], [-0.4, 0.3, 0.1], [0.1, 0.1, 0.2], [0.2, -0.1, -0.1], [0.1, 0.0, 0.1], [0.0, 0.0, -0.1], [-0.2, 0.1, 0.0], [0.0, 0.2, 0.0], [0.0, -0.3, -0.1], [-0.2, -0.1, 0.2], [0.2, 0.1, 0.0], [0.1, 0.0, 0.1], [0.0, -0.2, 0.0], [-0.2, 0.0, -0.2], [0.1, 0.2, 0.1], [0.0, 0.0, 0.0], [0.1, -0.2, 0.4], [0.0, -0.3, 0.0], [-0.2, 0.1, -0.2]],
  "lowdin_charge": [0.0721, -0.1377, -0.1785, -0.1927, -0.1274, -0.1888, -0.0963, -0.1677, -0.2554, -0.0144, -0.0945, 0.1214, -0.5666, 0.7477, -0.0948, 0.7564, -0.1188, -0.3144, -0.3707, -0.3645, -0.1815, -0.1878, -0.2547, -0.1201, 0.8132, -0.3072, -0.3380, 0.0504, -0.0420, -0.3162, -0.0299, -0.1992, -0.1739, -0.1118, -0.0302, -0.0707, -0.0734, -0.0591, -0.0280, 0.0750, 0.1260, 0.1134, 0.0870, 0.0609, 0.0951, 0.1314, 0.1106, 0.1426, 0.0795, 0.1012, 0.0832, 0.0981, 0.0496, 0.0221, 0.0929, 0.1107, 0.0444, 0.0327, 0.0815, 0.0960, 0.1030, 0.0916, 0.1391, 0.1064, 0.0231, 0.0511, -0.0174, 0.0738, 0.0639, 0.1279, 0.1121, 0.1607, 0.0525, 0.0669, 0.0749, 0.1186, 0.1377, 0.0889, 0.0916, 0.0860, 0.0888, 0.0075, -1.5513, 0.4943, 0.5278, 0.5041, -0.0987, -1.5169, 0.5012, 0.5413, 0.5064, 0.0216, -1.5212, 0.5344, 0.5692, 0.5286, -0.0804, -1.5466, 0.5240, 0.5675, 0.5274, -0.0975, -1.4723, 0.6249, 0.6224, 0.5191, -0.0257, -1.5092, 0.5293, 0.5746, 0.5313, 0.0189, -1.5201, 0.5206, 0.5364, 0.5412, 0.0181, -1.5434, 0.5411, 0.5372, 0.5266, -0.0187, -1.5146, 0.5218, 0.4978, 0.5515, 0.0188],
  "total_charge": 1,
  "gap_ev": 5.909,
  "largest_force_ev_per_a": 9.12,
  "spin_multiplicity": 1,
  "e_lumo_ha": -0.1605
}